Entry 1:
{"formula": "H26O13", "method": "ωB97M-V with the def2-TZVPD basis set", "e_tot_ha": -993.57941, "species": ["O", "H", "H", "O", "H", "H", "O", "H", "H", "O", "H", "H", "O", "H", "H", "O", "H", "H", "O", "H", "H", "O", "H", "H", "O", "H", "H", "O", "H", "H", "O", "H", "H", "O", "H", "H", "O", "H", "H"], "coordinates": [[0.380, 0.218, -2.839], [-0.143, 0.867, -2.163], [0.383, 0.709, -3.563], [-0.330, -0.528, 2.343], [-0.331, -0.122, 1.457], [-1.227, -0.493, 2.504], [2.068, -2.049, 1.848], [1.069, -1.669, 1.607], [2.286, -2.187, 0.955], [2.678, 1.324, -0.943], [3.302, 1.156, -1.704], [2.312, 0.449, -0.988], [1.776, -4.004, 0.148], [1.019, -3.900, 0.899], [1.404, -3.666, -0.632], [-3.894, -0.217, 0.558], [-3.985, 0.234, -0.306], [-3.475, 0.386, 1.198], [-2.028, 3.400, -1.336], [-1.633, 3.052, -0.498], [-3.019, 3.183, -1.391], [-0.475, -2.555, -0.232], [-1.201, -3.065, -0.734], [-0.886, -1.922, 0.215], [-2.149, 1.624, 1.315], [-1.219, 1.807, 1.782], [-2.498, 2.358, 1.753], [0.542, 2.912, 0.080], [1.083, 2.395, 0.733], [1.101, 3.508, -0.348], [-2.354, 0.606, -2.256], [-1.723, 1.107, -2.778], [-1.920, 0.537, -1.468], [2.400, 0.273, 3.253], [1.426, 0.124, 3.383], [2.794, -0.590, 2.918], [2.202, -1.410, -1.337], [2.552, -2.269, -1.183], [1.712, -1.583, -2.249]], "nbo_charge": [-0.925, 0.466, 0.456, -0.931, 0.468, 0.481, -0.959, 0.473, 0.478, -0.962, 0.464, 0.489, -0.965, 0.508, 0.461, -0.977, 0.482, 0.485, -0.981, 0.498, 0.479, -0.950, 0.491, 0.461, -0.961, 0.492, 0.480, -0.978, 0.494, 0.489, -0.912, 0.464, 0.450, -0.993, 0.473, 0.508, -0.968, 0.475, 0.500]}


Entry 2:
{"formula": "H26O17S", "method": "ωB97M-V with the def2-TZVPD basis set", "total_charge": -2, "e_tot_ha": -1692.91132, "species": ["S", "O", "O", "O", "O", "O", "H", "H", "O", "H", "H", "O", "H", "H", "O", "H", "H", "O", "H", "H", "O", "H", "H", "O", "H", "H", "O", "H", "H", "O", "H", "H", "O", "H", "H", "O", "H", "H", "O", "H", "H", "O", "H", "H"], "coordinates": [[-0.046, 0.131, -0.040], [-1.067, 1.142, -0.026], [-0.490, -1.062, -0.798], [1.103, 0.804, -0.549], [0.327, -0.195, 1.286], [2.045, -1.930, 1.500], [1.798, -2.551, 0.881], [1.399, -1.300, 1.588], [-3.051, 0.714, -2.124], [-2.170, 0.851, -1.579], [-2.963, -0.214, -2.503], [-0.896, -3.240, 2.029], [-0.058, -3.032, 1.948], [-1.250, -3.113, 1.262], [3.476, -0.280, -0.240], [2.645, 0.129, -0.289], [3.477, -0.953, 0.438], [1.742, 1.382, -3.075], [1.281, 1.354, -2.177], [2.238, 2.142, -3.058], [-1.280, -1.070, -3.067], [-0.920, -0.980, -2.232], [-1.427, -1.994, -3.178], [-0.547, 3.818, -0.569], [-0.721, 2.893, -0.395], [-1.364, 3.945, -0.222], [-1.079, -0.208, 3.389], [-1.831, -0.893, 3.324], [-0.605, -0.532, 2.648], [2.279, 3.100, -0.435], [1.499, 3.729, -0.565], [1.763, 2.320, -0.413], [-2.352, -2.526, -0.162], [-1.614, -1.926, -0.554], [-2.656, -1.776, 0.407], [0.702, -3.136, -1.534], [1.600, -2.948, -1.727], [0.282, -2.300, -1.238], [1.794, 1.518, 2.765], [2.452, 2.061, 2.415], [1.428, 0.820, 2.223], [-2.743, 1.795, 1.669], [-1.936, 2.043, 2.177], [-2.248, 1.448, 0.814]], "nbo_charge": [2.754, -1.088, -1.064, -1.090, -1.093, -0.977, 0.462, 0.484, -1.009, 0.488, 0.488, -0.938, 0.452, 0.469, -0.997, 0.486, 0.478, -0.979, 0.496, 0.453, -0.961, 0.472, 0.459, -0.968, 0.496, 0.461, -0.958, 0.453, 0.482, -0.989, 0.479, 0.482, -1.003, 0.485, 0.460, -0.999, 0.463, 0.489, -0.992, 0.473, 0.499, -1.020, 0.465, 0.495]}


Entry 3:
{"formula": "H26O17S", "method": "ωB97M-V with the def2-TZVPD basis set", "total_charge": -2, "e_tot_ha": -1692.90733, "species": ["S", "O", "O", "O", "O", "O", "H", "H", "O", "H", "H", "O", "H", "H", "O", "H", "H", "O", "H", "H", "O", "H", "H", "O", "H", "H", "O", "H", "H", "O", "H", "H", "O", "H", "H", "O", "H", "H", "O", "H", "H", "O", "H", "H"], "coordinates": [[-32.205, -14.760, 0.093], [-33.022, -14.027, 1.050], [-32.136, -13.974, -1.127], [-30.895, -15.049, 0.658], [-32.919, -15.939, -0.140], [-33.484, -17.872, 1.321], [-34.180, -18.295, 0.692], [-33.259, -16.998, 0.851], [-31.220, -11.848, 3.129], [-31.664, -12.304, 3.740], [-31.804, -11.764, 2.374], [-28.821, -13.987, -0.147], [-28.344, -13.699, 0.671], [-29.632, -14.459, 0.158], [-35.565, -13.364, 0.542], [-34.628, -13.454, 0.832], [-35.354, -12.588, 0.068], [-33.780, -14.068, 3.587], [-33.318, -14.493, 2.951], [-34.663, -14.520, 3.857], [-30.934, -11.533, -1.340], [-31.388, -12.422, -1.338], [-30.043, -11.280, -1.836], [-32.942, -11.458, 1.137], [-32.793, -12.405, 0.790], [-33.121, -10.967, 0.401], [-32.687, -17.674, -2.148], [-32.714, -17.101, -1.446], [-31.771, -17.619, -2.024], [-29.888, -14.075, 2.797], [-30.523, -13.296, 2.890], [-30.235, -14.719, 2.187], [-34.152, -12.776, -2.475], [-34.303, -13.231, -3.211], [-33.425, -13.073, -2.000], [-31.375, -14.106, -3.615], [-30.698, -13.445, -3.579], [-31.609, -13.963, -2.615], [-30.119, -17.429, 0.599], [-29.218, -17.147, 0.197], [-30.621, -16.590, 0.760], [-35.137, -15.400, -1.335], [-35.303, -14.609, -0.846], [-34.459, -15.823, -0.815]], "nbo_charge": [2.754, -1.107, -1.105, -1.061, -1.082, -1.004, 0.450, 0.492, -0.945, 0.463, 0.509, -1.015, 0.466, 0.491, -0.973, 0.504, 0.460, -0.969, 0.494, 0.471, -1.037, 0.519, 0.485, -0.996, 0.503, 0.470, -0.949, 0.477, 0.454, -1.037, 0.480, 0.484, -0.967, 0.465, 0.488, -0.983, 0.442, 0.496, -0.995, 0.455, 0.495, -0.999, 0.480, 0.475]}


Entry 4:
{"formula": "H27O13", "method": "ωB97M-V with the def2-TZVPD basis set", "total_charge": 1, "e_tot_ha": -993.90197, "species": ["O", "H", "H", "O", "H", "H", "O", "H", "O", "H", "H", "O", "H", "H", "O", "H", "H", "O", "H", "H", "O", "H", "H", "O", "H", "H", "O", "H", "H", "O", "H", "H", "O", "H", "H", "O", "H", "H", "H", "H"], "coordinates": [[-1.792, 2.698, 1.130], [-2.665, 2.443, 0.968], [-1.866, 2.820, 2.195], [3.109, 0.540, -0.593], [3.862, 0.928, -0.884], [0.175, 1.344, -0.387], [0.254, 3.373, -0.523], [-1.912, -1.906, 2.244], [0.868, -0.635, -2.462], [2.149, -0.456, 2.070], [-0.099, -0.924, -2.064], [-0.545, 1.632, -3.528], [0.113, 2.114, -3.026], [-0.007, 1.453, -4.369], [-0.164, -3.021, 1.132], [-0.738, -3.666, 0.699], [0.616, -2.980, 0.681], [-3.775, -1.584, -1.179], [-4.285, -0.819, -1.164], [-4.055, -2.137, -0.435], [-1.783, -1.204, 2.859], [-1.685, -1.894, 3.721], [-0.744, 1.300, 0.898], [3.012, -0.803, 1.844], [0.793, 1.304, 3.867], [3.499, -0.068, 1.404], [-1.558, -0.493, -0.982], [-1.786, 0.351, -1.458], [-1.878, -1.255, -1.517], [0.172, 0.844, 0.523], [0.870, -0.255, -3.374], [1.062, 1.398, 0.861], [2.645, -3.305, -1.331], [2.380, -2.580, -1.796], [2.454, -3.251, -0.386], [0.818, 0.880, 3.020], [0.154, 0.154, 3.156], [2.459, -0.192, -0.964], [-0.639, 3.732, -0.066], [0.509, 4.116, -0.785]], "nbo_charge": [-0.959, 0.497, 0.525, -1.057, 0.503, 0.565, -0.957, 0.482, -1.037, 0.466, 0.516, -0.945, 0.472, 0.476, -0.947, 0.476, 0.471, -0.950, 0.474, 0.484, -0.961, 0.482, 0.577, -0.960, 0.489, 0.487, -0.971, 0.483, 0.516, -0.828, 0.493, 0.600, -0.937, 0.473, 0.467, -0.988, 0.506, 0.556, 0.502, 0.460]}


Entry 5:
{"formula": "H27O13", "method": "ωB97M-V with the def2-TZVPD basis set", "total_charge": 1, "e_tot_ha": -994.03239, "species": ["O", "H", "H", "O", "H", "H", "O", "H", "O", "H", "H", "O", "H", "H", "O", "H", "H", "O", "H", "H", "O", "H", "H", "O", "H", "H", "O", "H", "H", "O", "H", "H", "O", "H", "H", "O", "H", "H", "H", "H"], "coordinates": [[-2.181, -1.948, 1.231], [-2.834, -2.122, 0.198], [-1.663, -2.764, 1.252], [-3.996, 0.469, -0.574], [-4.284, 0.807, 0.277], [0.349, 0.451, 0.604], [-2.896, -2.373, -1.015], [1.412, -3.797, 0.018], [-0.450, 3.884, 0.494], [1.676, 1.605, 1.202], [-0.463, 4.775, 0.152], [-1.341, 2.024, -1.436], [-2.204, 2.112, -1.020], [-1.260, 2.496, -2.268], [3.506, -1.668, 0.814], [4.299, -1.424, 1.311], [2.753, -1.257, 1.251], [0.991, -1.973, -3.197], [0.918, -2.072, -2.232], [1.877, -1.576, -3.132], [0.523, -3.415, 0.084], [0.675, -2.746, 0.763], [-1.803, -1.070, 1.398], [0.850, 1.703, 1.730], [-0.880, -0.368, 4.275], [0.510, 2.478, 1.238], [2.365, 1.313, -2.756], [3.284, 1.557, -2.645], [1.757, 1.939, -2.367], [-0.114, -0.144, -0.010], [-0.941, 3.177, 0.049], [0.231, -0.081, -0.904], [3.201, 1.204, 0.605], [3.335, 0.279, 0.901], [3.717, 1.612, 1.319], [-0.658, -0.280, 3.340], [-0.543, 0.677, 3.243], [-4.590, 0.523, -1.326], [-3.131, -1.529, -1.484], [-1.998, -2.478, -1.380]], "nbo_charge": [-0.884, 0.533, 0.541, -1.003, 0.506, 0.497, -0.844, 0.494, -1.006, 0.489, 0.504, -0.967, 0.492, 0.493, -0.926, 0.484, 0.463, -0.932, 0.456, 0.477, -0.964, 0.472, 0.577, -1.008, 0.481, 0.501, -0.962, 0.487, 0.476, -1.028, 0.501, 0.489, -0.928, 0.468, 0.481, -0.975, 0.497, 0.503, 0.535, 0.531]}


Gap between HOMO and LUMO, record by record: 9.76, 9.86, 9.54, 9.66, 10.74 eV
HOMO level, record by record: -10.2, -4.5, -4.3, -13.1, -13.7 eV
Energy above the lowest of the compared OMol25 structures with the same formula, charge and spin, record by record: 121.6, 101.1, 103.6, 129.7, 47.8 kcal/mol